Record 1
A 9-piece molecular cluster, C22H56N2O7S7 overall, computed with wB97M-V/def2-TZVPD.

```
! wB97M-V def2-TZVPD RIJCOSX def2/J DEFGRID3
* xyz 0 1
C 3.405 -4.842 -0.430
C 3.648 -3.757 0.596
C 2.378 -3.033 0.963
C 1.557 -3.830 1.905
N 1.127 -4.432 2.819
H 4.326 -5.404 -0.587
H 3.076 -4.369 -1.372
H 2.647 -5.555 -0.114
H 4.350 -3.003 0.147
H 4.151 -4.255 1.414
H 1.724 -2.837 0.103
H 2.586 -2.088 1.458
C 0.567 -0.347 -0.465
C 0.096 0.486 0.697
C 0.372 1.958 0.599
C -0.263 2.619 -0.547
N -0.717 3.109 -1.489
H 0.205 -1.377 -0.386
H 1.691 -0.391 -0.428
H 0.310 0.070 -1.471
H 0.522 0.148 1.645
H -0.965 0.373 0.845
H 1.420 2.073 0.507
H 0.153 2.395 1.546
C 1.148 7.516 0.721
S 0.466 5.892 0.107
O 0.188 5.155 1.343
C -1.078 6.451 -0.459
H 1.908 7.388 1.459
H 0.337 8.109 1.184
H 1.593 7.939 -0.166
H -1.624 6.871 0.437
H -1.579 5.498 -0.730
H -1.081 7.091 -1.300
C -2.455 -2.990 0.955
S -3.547 -2.539 2.283
O -3.485 -1.035 2.401
C -5.023 -2.773 1.352
H -1.448 -2.890 1.309
H -2.505 -2.301 0.153
H -2.612 -4.040 0.686
H -4.777 -2.393 0.384
H -5.810 -2.260 1.886
H -5.383 -3.787 1.376
C 6.020 2.095 2.155
S 4.392 1.369 2.382
O 4.595 0.005 1.881
C 4.335 1.241 4.227
H 6.116 2.252 1.064
H 6.746 1.537 2.699
H 5.990 3.142 2.497
H 3.317 0.768 4.341
H 4.310 2.208 4.705
H 5.145 0.538 4.577
C -0.293 3.682 -5.046
S -0.200 2.270 -5.966
O 1.066 2.419 -6.783
C 0.238 1.092 -4.689
H -0.647 4.523 -5.650
H 0.708 4.033 -4.749
H -1.001 3.594 -4.177
H -0.500 1.057 -3.823
H 1.192 1.381 -4.359
H 0.171 0.154 -5.231
C -3.102 -4.279 -2.170
S -1.618 -3.539 -2.834
O -0.672 -3.440 -1.677
C -1.069 -4.867 -3.862
H -3.645 -3.514 -1.598
H -2.843 -5.169 -1.624
H -3.773 -4.478 -3.004
H -0.081 -4.638 -4.165
H -1.724 -4.971 -4.749
H -1.132 -5.833 -3.319
C -3.657 1.500 -0.438
S -2.971 0.352 -1.716
O -3.725 -0.989 -1.682
C -3.711 1.122 -3.062
H -3.240 1.278 0.541
H -4.715 1.285 -0.429
H -3.374 2.513 -0.651
H -3.592 0.491 -3.925
H -3.190 2.074 -3.268
H -4.773 1.319 -2.905
C 1.407 -1.771 4.894
S 0.659 -0.179 4.649
O 1.360 0.449 3.504
C -0.979 -0.579 3.901
H 2.362 -1.495 5.383
H 1.455 -2.246 3.928
H 0.826 -2.275 5.661
H -1.507 -1.341 4.478
H -0.667 -1.054 2.970
H -1.607 0.304 3.777
*
```

Summary:
**Highest occupied orbital energy**: -8.69 eV
**HOMO-LUMO gap**: 9.07 eV
**E**: -4295.06493 Ha

***

Record 2
C22H59Be3N5O9 as an isolated structure, computed with wB97M-V/def2-TZVPD.

```
! wB97M-V def2-TZVPD RIJCOSX def2/J DEFGRID3
* xyz 5 2
Be 1.140 2.397 -2.199
Be -1.560 -1.574 -1.731
Be 2.022 -0.010 1.959
C -0.090 0.539 -0.222
O -0.064 -0.600 0.182
O -0.755 0.819 -1.246
O 0.711 1.420 0.179
C 5.597 -2.147 4.207
C 4.444 -1.751 3.304
C 3.840 -2.932 2.655
O 2.944 -2.395 1.701
C 2.316 -3.443 0.923
N 3.460 -0.932 4.076
H 6.374 -2.643 3.625
H 5.372 -3.068 4.743
H 6.121 -1.395 4.798
H 4.804 -1.206 2.432
H 3.282 -3.508 3.393
H 4.545 -3.587 2.143
H 1.752 -4.183 1.491
H 3.112 -3.887 0.326
H 1.603 -2.900 0.303
H 4.029 -0.294 4.613
H 3.014 -1.550 4.738
C 1.136 6.376 -1.988
C -0.039 5.562 -1.540
C -1.104 4.941 -2.597
O -0.571 3.799 -3.338
C -1.227 3.726 -4.571
N 0.465 4.419 -0.764
H 1.843 5.781 -2.566
H 1.906 6.562 -1.239
H 0.778 7.272 -2.495
H -0.598 6.246 -0.902
H -1.458 5.783 -3.192
H -2.028 4.551 -2.170
H -1.031 2.861 -5.205
H -1.120 4.625 -5.177
H -2.301 3.582 -4.447
H 1.126 4.825 -0.118
H -0.307 4.129 -0.181
C -5.635 -1.292 0.587
C -4.516 -1.284 -0.516
C -4.589 0.071 -1.299
O -3.658 0.086 -2.272
C -3.624 1.273 -3.063
N -3.250 -1.610 0.111
H -6.591 -1.314 0.064
H -5.619 -0.481 1.315
H -5.564 -2.182 1.213
H -4.688 -2.125 -1.187
H -4.382 0.850 -0.565
H -5.584 0.173 -1.734
H -3.084 1.153 -4.002
H -2.969 1.937 -2.499
H -4.593 1.740 -3.237
H -3.446 -2.419 0.684
H -3.360 -0.885 0.805
C -0.014 -1.025 5.487
C -0.684 -0.970 4.020
C -0.984 0.514 3.604
O 0.291 1.239 3.504
C 0.029 2.618 3.672
N 0.166 -1.678 3.059
H 0.058 -2.048 5.857
H -0.718 -0.436 6.075
H 0.967 -0.558 5.568
H -1.567 -1.581 4.203
H -1.701 0.954 4.297
H -1.575 0.517 2.688
H 0.260 3.071 4.636
H -0.969 2.999 3.458
H 0.714 3.117 2.987
H -0.457 -1.726 2.265
H 0.160 -2.666 3.270
C 2.714 -2.350 -3.992
C 1.592 -3.029 -3.269
C 1.918 -4.438 -2.717
O 2.464 -5.375 -3.624
C 1.692 -5.636 -4.748
N 1.027 -2.109 -2.227
H 3.712 -2.623 -3.648
H 2.709 -1.264 -3.896
H 2.692 -2.642 -5.042
H 0.775 -3.059 -3.990
H 1.064 -4.916 -2.237
H 2.539 -4.306 -1.830
H 2.122 -5.062 -5.569
H 0.755 -5.096 -4.612
H 1.671 -6.661 -5.120
H 0.842 -1.282 -2.775
H 1.794 -1.804 -1.645
C -2.735 3.388 0.557
O -1.404 3.486 0.910
H -2.863 2.800 -0.352
H -3.205 2.733 1.291
H -3.224 4.362 0.583
H -0.959 2.639 0.989
*
```

Summary:
**Highest occupied orbital energy (alpha / beta)**: -21.47 / -21.47 eV
**HOMO-LUMO gap (alpha / beta)**: 4.95 / 4.06 eV
**E**: -1866.30959 Ha
**Expectation value of S²**: 0.75

***

Record 3
C22H60CaF6N11O13P3S2 as an isolated structure, computed with wB97M-V/def2-TZVPD.

```
! wB97M-V def2-TZVPD RIJCOSX def2/J DEFGRID3
* xyz 0 1
Ca -23.032 -0.076 -13.994
C -24.977 -4.167 -15.643
F -25.818 -5.173 -15.426
F -23.736 -4.627 -15.541
F -25.196 -3.726 -16.888
S -25.234 -2.815 -14.401
O -24.806 -3.402 -13.145
O -24.436 -1.670 -14.821
O -26.663 -2.541 -14.476
C -18.611 -1.919 -14.543
F -17.913 -3.013 -14.815
F -17.876 -1.045 -13.851
F -18.955 -1.340 -15.711
S -20.192 -2.306 -13.578
O -19.759 -2.473 -12.205
O -21.010 -1.104 -13.822
O -20.803 -3.459 -14.211
C -21.509 -3.170 -17.653
N -21.449 -1.683 -17.486
O -22.067 -1.210 -16.561
O -20.883 -1.054 -18.356
H -21.024 -3.582 -16.769
H -20.920 -3.401 -18.535
H -22.525 -3.517 -17.810
C -22.846 -3.247 -10.692
N -22.914 -1.780 -10.836
O -23.067 -1.349 -11.948
O -22.774 -1.102 -9.843
H -23.833 -3.558 -10.360
H -22.009 -3.410 -10.022
H -22.639 -3.593 -11.703
O -24.776 1.004 -12.883
P -25.872 1.646 -12.114
N -26.480 0.778 -10.839
C -25.645 0.603 -9.630
C -27.437 -0.314 -11.081
N -27.171 1.964 -13.152
C -28.111 3.038 -12.930
C -27.562 0.933 -14.122
N -25.409 3.085 -11.347
C -24.453 3.935 -12.031
C -26.243 3.718 -10.350
H -25.609 -0.471 -9.443
H -25.944 1.319 -8.874
H -24.585 0.725 -9.871
H -28.046 -0.349 -10.170
H -26.891 -1.258 -11.125
H -28.133 -0.090 -11.873
H -27.551 3.961 -12.752
H -28.738 3.219 -13.803
H -28.789 2.951 -12.072
H -27.622 1.345 -15.133
H -26.763 0.197 -14.236
H -28.470 0.421 -13.807
H -24.879 4.577 -12.808
H -23.929 4.537 -11.286
H -23.676 3.302 -12.465
H -26.884 4.476 -10.811
H -25.584 4.292 -9.680
H -26.753 3.101 -9.616
O -23.684 1.183 -15.782
P -24.239 1.832 -17.006
N -25.438 2.901 -16.498
C -25.240 3.670 -15.294
C -26.454 3.404 -17.429
N -24.923 0.841 -18.133
C -25.499 -0.446 -17.791
C -24.870 1.101 -19.587
N -22.982 2.719 -17.716
C -21.564 2.343 -17.560
C -23.188 4.113 -18.063
H -26.205 3.817 -14.802
H -24.784 4.649 -15.501
H -24.621 3.163 -14.557
H -26.758 2.583 -18.079
H -25.997 4.171 -18.059
H -27.344 3.772 -16.925
H -24.845 -1.293 -18.009
H -25.789 -0.473 -16.744
H -26.398 -0.718 -18.355
H -25.867 1.049 -20.018
H -24.421 2.082 -19.732
H -24.205 0.342 -20.002
H -21.046 2.481 -18.505
H -21.156 2.919 -16.728
H -21.537 1.297 -17.259
H -22.393 4.519 -18.693
H -23.136 4.698 -17.133
H -24.108 4.324 -18.605
O -21.524 1.629 -13.361
P -20.570 2.488 -12.591
N -18.995 2.428 -13.196
C -18.718 1.998 -14.553
C -17.881 3.110 -12.570
N -20.420 2.342 -10.952
C -21.501 2.773 -10.057
C -19.630 1.212 -10.417
N -21.061 4.069 -12.868
C -20.672 5.207 -12.003
C -21.565 4.517 -14.169
H -19.385 1.207 -14.905
H -17.757 1.478 -14.586
H -18.784 2.839 -15.251
H -18.087 3.210 -11.502
H -17.669 4.087 -13.014
H -16.981 2.491 -12.605
H -22.307 2.048 -9.947
H -21.042 2.902 -9.072
H -21.805 3.782 -10.318
H -18.724 1.576 -9.936
H -20.273 0.678 -9.716
H -19.411 0.435 -11.151
H -19.912 4.921 -11.278
H -20.325 6.071 -12.569
H -21.597 5.481 -11.488
H -22.335 3.830 -14.511
H -20.701 4.601 -14.846
H -21.874 5.564 -14.185
*
```

Summary:
**Highest occupied orbital energy**: -8.52 eV
**Energy above the lowest of the compared OMol25 structures with the same formula, charge and spin**: 0.4 kcal per mole
**HOMO-LUMO gap**: 8.86 eV
**E**: -5552.16469 Ha

***

Record 4
A 8-piece molecular cluster, C22H60F2N3O18S2 overall, computed with wB97M-V/def2-TZVPD.

```
! wB97M-V def2-TZVPD RIJCOSX def2/J DEFGRID3
* xyz -1 1
N -0.615 0.776 -1.449
S 0.419 1.697 -0.680
O 1.119 1.083 0.385
O 0.104 3.089 -0.667
F 1.558 1.656 -1.823
S -1.742 0.631 -0.228
O -2.424 1.834 0.115
O -1.440 -0.291 0.806
F -2.898 -0.136 -1.020
C 5.239 2.546 -0.207
O 4.699 1.823 -1.296
C 4.605 2.618 -2.476
C 3.905 1.777 -3.541
N 4.865 1.254 -4.501
C 4.196 0.483 -5.562
C 3.738 -0.891 -5.089
O 4.694 -1.431 -4.208
C 4.358 -2.737 -3.784
H 6.203 2.973 -0.507
H 5.393 1.848 0.614
H 4.546 3.332 0.118
H 5.579 2.927 -2.868
H 3.968 3.452 -2.159
H 3.179 2.440 -4.020
H 3.336 0.986 -3.048
H 5.492 0.580 -4.074
H 4.810 0.479 -6.468
H 3.324 1.061 -5.884
H 3.548 -1.614 -5.895
H 2.742 -0.757 -4.634
H 3.798 -3.318 -4.523
H 3.823 -2.729 -2.831
H 5.312 -3.236 -3.602
C -3.347 1.731 3.227
O -3.398 0.325 3.448
C -3.007 -0.108 4.726
C -2.084 -1.320 4.661
N -1.135 -1.197 3.579
C -0.308 -2.370 3.352
C 0.442 -2.925 4.524
O 1.681 -2.248 4.674
C 2.427 -2.776 5.718
H -4.000 2.260 3.924
H -3.573 1.845 2.174
H -2.305 2.036 3.383
H -3.908 -0.379 5.298
H -2.525 0.703 5.289
H -2.644 -2.269 4.728
H -1.479 -1.226 5.571
H -1.583 -1.000 2.693
H 0.369 -2.169 2.514
H -0.906 -3.164 2.861
H 0.597 -4.003 4.389
H -0.124 -2.779 5.454
H 3.298 -2.167 5.971
H 2.840 -3.764 5.467
H 1.832 -2.830 6.643
C -5.327 2.813 -1.154
C -5.763 1.517 -0.487
O -7.191 1.378 -0.318
O -6.156 3.040 -2.270
H -4.248 2.766 -1.291
H -5.413 3.647 -0.433
H -5.207 1.308 0.426
H -5.525 0.759 -1.243
H -7.326 1.360 0.633
H -7.052 2.866 -1.960
C -1.977 6.441 2.123
C -1.693 5.134 1.449
O -0.316 5.164 1.091
O -3.393 6.609 2.373
H -1.754 7.284 1.464
H -1.403 6.531 3.049
H -2.328 5.020 0.565
H -1.877 4.293 2.128
H -0.202 4.491 0.403
H -3.549 7.536 2.565
C -0.929 -2.174 -3.234
C 0.345 -2.698 -2.643
O 0.545 -2.090 -1.350
O -0.772 -0.857 -3.731
H -1.780 -2.276 -2.556
H -1.205 -2.766 -4.116
H 1.184 -2.404 -3.278
H 0.292 -3.761 -2.422
H 0.404 -1.133 -1.409
H -0.693 -0.330 -2.919
C -3.159 -3.897 -0.901
C -3.594 -4.853 0.171
O -3.529 -4.304 1.485
O -4.119 -2.835 -0.798
H -3.221 -4.326 -1.906
H -2.190 -3.420 -0.721
H -3.170 -5.852 0.170
H -4.674 -4.965 -0.019
H -4.126 -3.549 1.494
H -4.104 -2.051 -1.350
C 4.908 -1.305 0.202
C 3.501 -0.780 0.194
O 2.664 -1.793 0.738
O 4.966 -2.620 -0.427
H 5.254 -1.523 1.219
H 5.642 -0.698 -0.321
H 3.171 -0.417 -0.786
H 3.472 0.176 0.737
H 1.862 -1.820 0.204
H 4.162 -3.046 -0.107
*
```

Summary:
**Highest occupied orbital energy**: -5.96 eV
**Energy above the lowest of the compared OMol25 structures with the same formula, charge and spin**: 0.0 kcal per mole
**HOMO-LUMO gap**: 8.38 eV
**E**: -3388.79572 Ha